Entry 1:
DFT (the ωB97M-V functional and the def2-TZVPD basis) results for 3 unconnected molecules or ions with the total composition C4H10IN2S.

Element x y z (Å)
C  -0.952  1.513  -1.013
C  0.440  -2.261  0.216
C  -0.438  0.584  -0.332
C  -0.500  2.267  -2.230
N  -0.749  -2.866  0.376
N  0.154  -0.231  0.293
S  1.607  -2.453  1.471
I  1.805  2.905  2.238
H  -2.021  1.648  -0.771
H  0.580  2.537  -2.134
H  -1.119  3.121  -2.408
H  -0.320  1.526  -2.935
H  -0.993  -3.252  1.348
H  -1.159  -3.343  -0.372
H  0.918  -2.141  -0.786
H  1.093  3.665  3.529
H  0.676  -0.079  1.096
H  0.978  -3.141  2.412

Forces on the atoms, in the same order (eV/Å):
C -3.0 1.7 -1.0
C -0.6 -0.5 -0.3
C 0.0 1.7 -1.1
C 2.5 0.0 2.1
N 0.7 -0.1 2.7
N 1.0 -4.3 0.7
S 1.7 0.8 -0.1
I -0.4 0.4 0.7
H 0.4 0.1 0.1
H -0.8 0.6 0.5
H -0.2 0.1 -0.6
H -0.9 -1.0 -2.3
H 0.5 0.9 -2.2
H -0.9 -0.5 -1.3
H -0.8 -0.3 0.9
H 0.4 -0.5 -0.8
H 1.0 1.1 2.0
H -0.8 -0.2 0.0

Its energy relative to the best compared isomer or geometry (same formula, charge and spin) is 43.2 kcal/mol. As for the orbital gap: 0.3256 hartree. The net charge is +1. The LUMO energy is -0.14041 Ha. As for the spin multiplicity: 1.

Results of the natural (NBO) charge analysis, in e, for atoms 1 through 6: C -0.286; C 0.027; C 0.432; C -0.628; N -0.748; N -0.599

Entry 2:
DFT (the ωB97M-V functional and the def2-TZVPD basis) results for C6H15N in the gas phase.

Element x y z (Å)
C  -0.198  1.147  1.159
C  0.279  2.026  2.321
C  0.655  -0.053  0.836
N  0.405  -0.490  -0.597
C  -0.899  -0.771  -1.164
C  -1.378  -2.222  -1.229
C  1.449  0.095  -1.398
H  -1.201  0.792  1.509
H  -0.530  1.736  0.296
H  0.718  1.287  2.997
H  0.945  2.820  1.888
H  -0.512  2.629  2.759
H  1.727  0.168  0.995
H  0.531  -1.028  1.425
H  -0.799  -0.395  -2.182
H  -1.786  -0.282  -0.701
H  -0.774  -2.983  -0.668
H  -2.455  -2.284  -1.018
H  -1.424  -2.637  -2.239
H  1.301  -0.437  -2.436
H  2.429  -0.333  -1.137
H  1.516  1.214  -1.415

Forces on the atoms, in the same order (eV/Å):
C -2.7 0.1 1.4
C 0.6 0.5 -1.6
C -0.6 -2.1 -1.2
N 1.7 0.4 2.1
C -0.3 0.4 0.0
C 0.0 -1.6 -0.3
C -0.4 -1.9 -2.7
H 0.6 -0.2 -0.3
H 0.8 -0.1 -0.2
H 0.3 0.9 0.5
H 0.2 -1.0 0.8
H -0.3 -0.4 0.3
H -0.4 0.0 -0.6
H -0.4 1.7 0.0
H -0.4 0.1 -0.1
H 1.0 0.6 0.0
H -0.7 0.9 -0.1
H 0.3 0.0 0.8
H 0.7 0.3 -0.3
H 0.3 1.8 1.3
H -0.2 0.4 0.4
H -0.2 -0.7 -0.3

Its energy relative to the best compared isomer or geometry (same formula, charge and spin) is 53.2 kcal/mol. As for the orbital gap: 0.3303 hartree. The net charge is 0. The LUMO energy is 0.03939 Ha. As for the spin multiplicity: 1.

Results of the natural (NBO) charge analysis, in e, for atoms 1 through 6: C -0.430; C -0.609; C -0.222; N -0.476; C -0.221; C -0.632

Entry 3:
DFT (the ωB97M-V functional and the def2-TZVPD basis) results for 2 unconnected molecules or ions with the total composition C5H6O2.

Element x y z (Å)
C  -2.285  -0.416  0.428
C  -1.590  0.651  -0.114
C  -2.644  0.062  -0.857
C  -0.479  1.383  0.194
C  0.819  -0.282  -0.167
O  -3.279  0.067  -1.874
O  0.052  -1.373  -0.474
H  -2.178  -1.037  1.415
H  -0.161  1.602  1.231
H  -0.217  2.159  -0.569
H  1.559  -0.357  0.739
H  1.237  0.322  -1.026
H  0.274  -2.267  -0.217

Forces on the atoms, in the same order (eV/Å):
C 1.0 0.0 1.5
C -2.7 -2.2 1.7
C 0.1 0.1 -0.1
C 4.0 0.0 -0.6
C 0.7 2.1 0.7
O -0.5 -0.3 -0.3
O -0.1 1.2 -0.7
H -0.7 1.1 -2.2
H -0.7 -0.1 -0.6
H 0.1 -0.7 0.9
H -1.7 0.1 -1.7
H -0.3 -1.5 0.8
H 0.7 0.2 0.6

Its energy relative to the best compared isomer or geometry (same formula, charge and spin) is 122.0 kcal/mol. As for the orbital gap: 0.3344 hartree. The net charge is 0. The LUMO energy is 0.01370 Ha. As for the spin multiplicity: 1.

Results of the natural (NBO) charge analysis, in e, for atoms 1 through 6: C -0.236; C -0.087; C 0.521; C -0.445; C 0.004; O -0.596

Entry 4:
DFT (the ωB97M-V functional and the def2-TZVPD basis) results for a molecular structure, C34H34N6O5Sr.

Element x y z (Å)
Sr  0.049  0.102  -0.227
C  -0.558  -3.748  0.538
N  -1.193  -2.419  0.556
C  -2.206  -2.425  -0.548
C  -1.613  -2.376  -1.959
C  -2.152  -3.096  -3.029
C  -1.452  -3.137  -4.232
C  -0.287  -2.356  -4.429
C  0.001  -1.481  -3.399
N  -0.613  -1.514  -2.203
C  -1.832  -2.170  1.908
C  -1.082  -1.202  2.777
C  -0.524  -1.585  4.003
C  0.239  -0.660  4.711
C  0.256  0.699  4.326
C  -0.506  0.993  3.204
N  -1.067  0.080  2.394
C  0.883  -3.805  0.891
C  1.363  -4.164  2.173
C  2.741  -4.189  2.356
C  3.602  -3.903  1.305
C  3.011  -3.597  0.064
N  1.704  -3.553  -0.120
H  -0.632  -4.147  -0.484
H  -1.087  -4.447  1.200
H  -2.915  -1.551  -0.384
H  -2.876  -3.319  -0.469
H  -3.088  -3.622  -2.895
H  -1.807  -3.794  -5.009
H  0.297  -2.435  -5.325
H  0.777  -0.704  -3.473
H  -1.869  -3.110  2.467
H  -2.881  -1.807  1.774
H  -0.670  -2.606  4.319
H  0.817  -1.024  5.578
H  0.822  1.476  4.859
H  -0.625  2.036  2.864
H  0.656  -4.390  2.972
H  3.120  -4.386  3.350
H  4.681  -3.948  1.407
H  3.606  -3.380  -0.843
O  6.646  1.269  -0.710
C  5.330  1.244  -0.431
C  4.407  1.936  -1.239
C  3.043  1.704  -1.004
N  2.631  0.865  -0.047
C  3.496  0.315  0.811
C  4.889  0.503  0.704
C  2.874  -0.557  1.876
O  3.629  -0.790  2.852
O  1.662  -0.922  1.647
C  1.989  2.350  -1.844
O  2.282  3.463  -2.336
O  0.875  1.716  -1.934
H  6.785  1.762  -1.561
H  4.720  2.554  -2.057
H  5.513  -0.009  1.438
C  -0.674  4.041  0.302
N  -1.406  4.520  -0.918
C  -0.556  5.556  -1.592
C  -1.766  3.394  -1.869
C  -2.885  2.557  -1.336
C  -4.219  2.919  -1.650
C  -5.285  2.338  -0.925
C  -4.985  1.388  0.063
C  -3.673  0.864  0.157
C  -2.644  1.483  -0.520
H  -0.567  4.870  0.991
H  0.315  3.692  -0.064
H  -1.231  3.222  0.791
H  -2.296  4.971  -0.619
H  0.369  5.043  -1.904
H  -0.401  6.382  -0.872
H  -1.085  5.906  -2.486
H  -0.832  2.829  -1.987
H  -2.058  3.886  -2.790
H  -4.422  3.694  -2.387
H  -6.318  2.623  -1.101
H  -5.768  1.039  0.729
H  -3.470  0.044  0.847

Forces on the atoms, in the same order (eV/Å):
Sr 0.1 -0.1 0.7
C -0.2 -0.6 -0.2
N -1.0 0.0 -0.1
C -1.2 0.6 0.6
C 0.1 0.8 -0.5
C 0.4 0.0 0.3
C 0.6 0.4 0.1
C -1.6 -0.6 0.9
C 0.5 0.4 0.5
N 0.0 -0.4 0.2
C -0.2 -0.1 -0.7
C 0.1 0.8 0.8
C 0.0 0.6 -0.8
C 0.2 0.1 0.5
C -0.3 -1.0 0.0
C 0.3 0.4 -0.7
N 0.0 0.0 0.3
C 1.0 -0.2 1.1
C -0.3 0.4 -1.2
C -0.2 0.1 0.3
C -0.6 0.0 -0.8
C 0.8 -0.1 0.3
N -0.2 0.2 -0.4
H 0.0 0.1 0.3
H -0.3 0.1 -0.1
H 1.0 -0.8 -0.4
H 0.5 0.4 -0.1
H 0.2 -0.3 0.0
H 0.0 0.0 -0.2
H 0.1 0.2 -0.2
H -0.3 -0.5 -0.1
H -0.2 -0.1 -0.2
H 0.8 -0.2 0.0
H 0.3 -0.1 0.2
H -0.4 0.4 -0.5
H -0.4 -0.5 -0.2
H 0.2 -0.5 0.2
H 0.3 0.1 -0.1
H 0.2 -0.1 -0.1
H -0.2 0.1 0.1
H -0.1 -0.1 0.7
O 0.7 0.7 -1.1
C -1.0 -0.3 0.8
C -0.6 -1.0 0.9
C 1.6 -0.7 0.6
N -0.4 0.4 -0.3
C 0.9 0.6 -0.9
C -1.0 0.2 -1.0
C -0.1 -0.5 1.0
O -1.3 -0.1 -0.9
O 1.2 0.5 0.3
C -0.5 1.0 -0.6
O -0.7 -0.9 0.3
O 0.6 0.4 0.0
H -0.2 -0.6 1.2
H 0.1 0.3 -0.2
H 0.1 0.3 -0.4
C 0.1 -0.6 -0.2
N -0.4 0.7 0.5
C -0.2 -0.2 -0.1
C 0.2 -0.4 0.0
C -1.7 0.7 -0.5
C -0.2 -0.1 0.8
C 1.0 0.1 0.0
C 0.5 -0.4 -0.4
C -1.7 1.0 0.1
C 2.8 -1.3 0.7
H 0.1 0.2 0.0
H -0.6 0.2 0.4
H 0.2 0.3 -0.5
H 0.6 -0.5 -0.2
H -0.1 0.4 0.2
H 0.2 -0.5 -0.5
H 0.1 0.0 0.3
H -0.2 0.1 -0.2
H 0.1 0.1 -0.2
H -0.1 -0.1 0.0
H 0.2 0.1 0.0
H -0.1 -0.1 -0.1
H -0.1 0.2 0.0

Its energy relative to the best compared isomer or geometry (same formula, charge and spin) is 7.5 kcal/mol. As for the orbital gap: 0.2608 hartree. The net charge is 0. The LUMO energy is 0.01105 Ha. As for the spin multiplicity: 1.

Results of the Mulliken charge analysis, in e, for atoms 1 through 6: Sr 1.487; C -1.049; N 0.945; C -0.545; C 0.061; C -0.783

Entry 5:
DFT (the ωB97M-V functional and the def2-TZVPD basis) results for 6 unconnected molecules or ions with the total composition C32H68BBr2F3NO10P.

Element x y z (Å)
C  4.495  -2.806  2.919
C  3.100  -2.119  3.031
C  3.181  -0.651  2.646
C  1.855  -0.038  2.156
O  1.050  -0.952  1.426
C  1.021  -0.754  0.026
B  2.477  -0.869  -0.653
C  3.149  0.188  -1.607
O  3.180  -2.005  -0.338
C  0.459  0.622  -0.488
O  0.794  1.751  -0.210
N  -0.511  0.328  -1.473
C  -1.260  -0.826  -0.923
C  -2.404  -1.373  -1.765
C  -2.975  -2.702  -1.239
C  -3.602  -3.579  -2.315
F  -3.069  -3.397  -3.552
Br  -3.291  -5.472  -1.856
C  -5.132  -3.372  -2.482
F  -5.585  -4.205  -3.453
F  -5.348  -2.114  -2.908
Br  -6.162  -3.734  -0.887
P  -1.944  -0.108  0.732
C  -2.815  -1.429  1.695
C  -3.274  1.093  0.264
C  -3.597  1.867  1.569
C  -0.081  -1.736  -0.504
C  0.358  -2.963  -1.320
C  0.944  -2.891  -2.743
C  -0.032  -2.610  -3.914
C  -0.133  -1.172  -4.440
O  1.026  -0.374  -4.180
C  1.878  -0.254  -5.251
C  3.079  -1.163  -5.343
O  1.663  0.570  -6.099
H  4.435  -3.640  2.216
H  5.254  -2.134  2.517
H  4.819  -3.239  3.865
H  2.791  -2.272  4.061
H  2.425  -2.689  2.398
H  3.887  -0.569  1.811
H  3.604  -0.031  3.440
H  1.270  0.242  3.041
H  2.026  0.894  1.617
H  2.465  0.636  -2.322
H  3.919  -0.333  -2.191
H  3.675  0.966  -1.046
H  4.092  -1.907  -0.632
H  -1.100  1.124  -1.694
H  -3.217  -0.644  -1.724
H  -2.144  -1.438  -2.823
H  -2.270  -3.267  -0.641
H  -3.780  -2.456  -0.546
H  -2.837  -1.149  2.741
H  -3.844  -1.545  1.344
H  -2.314  -2.395  1.641
H  -4.155  0.618  -0.168
H  -2.796  1.786  -0.423
H  -3.197  2.876  1.545
H  -3.147  1.377  2.435
H  -4.672  1.968  1.721
H  -0.465  -2.195  0.415
H  -0.474  -3.672  -1.373
H  1.109  -3.463  -0.704
H  1.828  -2.263  -2.833
H  1.314  -3.905  -2.929
H  0.299  -3.218  -4.761
H  -0.998  -3.026  -3.629
H  -0.998  -0.626  -4.073
H  -0.250  -1.202  -5.528
H  3.998  -0.614  -5.152
H  3.118  -1.527  -6.370
H  3.032  -2.028  -4.686
C  3.662  -0.207  8.257
C  4.177  -1.046  7.103
O  3.189  -1.218  6.090
H  2.776  -0.668  8.695
H  4.421  -0.099  9.034
H  3.378  0.790  7.913
H  4.444  -2.045  7.446
H  5.070  -0.586  6.665
H  2.950  -0.345  5.764
C  0.545  3.676  -5.443
C  2.028  3.892  -5.200
O  2.251  5.099  -4.468
H  0.125  4.522  -5.991
H  0.367  2.763  -6.009
H  0.009  3.604  -4.492
H  2.564  3.986  -6.142
H  2.452  3.048  -4.647
H  1.793  5.016  -3.627
C  3.053  5.348  0.217
C  3.392  4.111  -0.594
O  3.633  2.983  0.238
H  3.864  5.584  0.907
H  2.884  6.209  -0.432
H  2.152  5.181  0.812
H  4.299  4.271  -1.175
H  2.577  3.874  -1.288
H  2.825  2.814  0.735
C  -4.567  5.835  -1.814
C  -4.166  5.335  -0.439
O  -3.520  4.064  -0.505
H  -5.232  5.119  -2.299
H  -5.076  6.797  -1.749
H  -3.689  5.952  -2.453
H  -5.045  5.201  0.191
H  -3.502  6.055  0.050
H  -2.735  4.174  -1.051
C  -3.743  -3.241  6.561
C  -4.275  -2.146  5.655
O  -4.071  -2.455  4.277
H  -2.680  -3.399  6.381
H  -3.887  -2.986  7.612
H  -4.254  -4.187  6.364
H  -3.752  -1.209  5.841
H  -5.342  -1.983  5.837
H  -4.537  -3.275  4.088

Forces on the atoms, in the same order (eV/Å):
C -0.5 -0.3 -0.3
C 1.0 -0.7 0.4
C -0.3 0.0 -1.1
C 0.1 0.1 1.3
O 0.2 0.5 -0.2
C -0.6 0.4 -1.3
B 0.3 -0.4 -0.1
C 0.3 -0.6 0.0
O -0.1 0.4 0.3
C -0.5 -0.1 -0.1
O 0.4 -0.1 0.0
N -0.4 -0.2 0.4
C -0.1 0.1 0.6
C 0.1 0.2 -0.6
C -0.3 0.6 0.1
C -0.1 -0.7 0.6
F -0.2 0.1 -0.1
Br -0.1 0.3 -0.1
C 0.0 -0.6 -0.7
F 0.1 0.5 0.3
F 0.0 -0.1 0.2
Br 0.0 0.2 -0.1
P 0.8 0.1 0.5
C -0.3 0.2 -0.7
C 0.6 -0.4 0.7
C -0.1 -0.1 -0.1
C -0.5 -0.6 0.9
C 0.2 0.2 -0.5
C -0.3 -0.2 -0.3
C 0.6 -0.2 0.3
C -0.3 -0.1 -0.5
O 0.7 -0.3 0.1
C -0.3 0.5 -0.4
C -0.2 -0.4 0.1
O 0.1 -0.2 0.2
H 0.0 0.0 0.0
H 0.1 0.1 0.2
H 0.2 0.2 0.1
H -0.4 0.3 0.0
H -0.2 0.4 -0.2
H 0.1 0.0 0.1
H -0.1 0.0 0.1
H -0.2 -0.1 -0.1
H 0.0 -0.1 -0.2
H -0.2 0.3 0.1
H 0.0 0.0 -0.1
H -0.3 0.2 0.0
H 0.0 -0.3 -0.1
H 0.3 0.2 -0.1
H 0.1 0.1 -0.2
H 0.1 -0.2 0.2
H 0.1 0.0 -0.2
H 0.0 -0.2 0.0
H 0.0 0.1 0.0
H 0.0 -0.1 0.2
H 0.1 0.1 0.0
H 0.0 0.2 -0.2
H -0.3 0.0 -0.3
H 0.1 0.0 -0.1
H -0.2 0.0 0.1
H 0.0 -0.1 0.1
H 0.4 -0.2 0.1
H 0.0 0.1 0.0
H 0.0 0.1 0.0
H 0.0 0.3 0.2
H 0.0 0.0 0.1
H 0.1 -0.1 0.1
H 0.0 0.3 -0.2
H 0.2 0.1 0.3
H -0.2 0.0 0.0
H 0.0 0.1 0.1
H 0.1 0.1 0.0
H -0.1 0.1 0.2
C -0.1 0.0 0.0
C -0.1 0.2 -0.1
O 0.1 -0.1 0.2
H 0.0 0.0 0.0
H 0.0 0.0 0.0
H 0.1 0.0 0.0
H 0.0 0.0 -0.1
H 0.1 -0.1 0.1
H 0.0 0.0 0.0
C 0.0 0.0 -0.1
C -0.3 0.0 0.3
O 0.2 0.0 -0.2
H 0.0 0.0 0.0
H 0.0 0.0 0.0
H 0.0 -0.1 0.0
H 0.1 0.1 0.0
H 0.0 -0.1 -0.1
H 0.0 0.0 0.0
C 0.0 0.0 0.1
C -0.2 -0.1 0.1
O 0.2 0.1 0.1
H 0.0 0.0 0.0
H 0.0 0.0 0.0
H 0.0 0.0 -0.1
H 0.0 -0.1 0.0
H 0.0 0.1 -0.1
H -0.1 -0.1 -0.2
C 0.0 -0.1 0.0
C 0.2 0.0 -0.2
O -0.1 0.2 -0.1
H 0.0 0.0 0.0
H 0.0 0.0 0.0
H 0.0 0.1 0.0
H 0.0 -0.1 0.0
H -0.1 0.0 0.0
H 0.0 0.0 0.0
C 0.1 0.0 -0.1
C -0.1 -0.2 0.0
O 0.0 0.1 0.2
H 0.0 0.0 0.0
H 0.0 0.0 0.0
H -0.1 0.0 0.1
H 0.0 0.0 -0.1
H 0.0 0.1 0.1
H 0.0 0.0 0.0

As for the orbital gap: 0.2964 hartree. The net charge is 0. The LUMO energy is 0.00849 Ha. As for the spin multiplicity: 1.

Results of the Mulliken charge analysis, in e, for atoms 1 through 6: C -1.438; C 0.036; C -0.910; C -0.239; O -0.327; C 1.484

Entry 6:
DFT (the ωB97M-V functional and the def2-TZVPD basis) results for a gas-phase ion, C9H13N4O (charge +1).

Element x y z (Å)
C  3.246  -1.312  -0.134
N  2.145  -0.549  0.512
C  1.233  0.173  -0.149
N  1.259  0.264  -1.599
C  0.652  1.601  -1.999
O  0.762  2.567  -0.944
C  -0.130  2.212  0.120
N  0.260  0.876  0.681
C  -0.954  0.011  0.937
C  -1.645  -0.518  -0.291
C  -2.911  -1.365  -0.141
C  -3.284  -1.532  1.332
C  -2.401  -0.931  2.398
N  -1.225  -0.151  2.311
H  3.954  -0.536  -0.613
H  2.908  -1.994  -0.977
H  3.892  -1.851  0.648
H  2.094  -0.563  1.544
H  2.218  0.316  -1.973
H  -0.425  1.479  -2.363
H  1.261  1.948  -2.910
H  0.048  2.979  0.959
H  -1.234  2.225  -0.153
H  -1.242  -0.280  -1.326
H  -3.526  -1.829  -0.969
H  -4.220  -2.108  1.621
H  -2.732  -1.135  3.479

Forces on the atoms, in the same order (eV/Å):
C 1.5 0.6 -0.6
N -0.9 0.1 -0.8
C 0.4 0.1 -0.1
N 0.2 2.0 3.1
C -0.2 0.4 -1.5
O -1.0 -1.4 -0.4
C 0.2 1.4 1.0
N 0.0 -1.9 -2.2
C -0.4 -0.8 -0.3
C -1.8 -1.0 2.1
C 2.3 1.8 4.2
C 2.3 1.3 -1.7
C -0.8 -0.5 0.1
N -3.0 -2.1 -4.9
H -1.0 -1.2 0.7
H 0.1 0.7 1.4
H -1.4 0.7 -1.2
H -0.2 0.2 -0.9
H -0.4 -0.7 0.5
H 1.4 0.1 0.8
H -0.9 -0.3 1.6
H -0.3 -1.1 -1.4
H 1.4 -0.1 0.0
H -0.5 -0.3 1.7
H 1.0 0.8 1.0
H 1.5 0.9 -0.3
H 0.6 0.4 -1.8

Its energy relative to the best compared isomer or geometry (same formula, charge and spin) is 72.4 kcal/mol. As for the orbital gap: 0.3309 hartree. The net charge is +1. The LUMO energy is -0.13554 Ha. As for the spin multiplicity: 1.

Results of the natural (NBO) charge analysis, in e, for atoms 1 through 6: C -0.459; N -0.507; C 0.740; N -0.618; C 0.060; O -0.499